Computed, not measured: 7 unconnected molecules or ions with the total composition C9H23N5O18S2 in a non-equilibrium geometry, with ωB97M-V/def2-TZVPD.

XYZ file:
```
57
Properties=species:S:1:pos:R:3:lowdin_charge:R:1
S -25.542 -6.330 -22.267 0.62
S -20.135 -3.834 -18.662 0.63
O -24.343 -6.538 -18.124 0.05
O -22.522 -10.350 -20.573 0.06
O -19.116 -3.218 -19.444 -0.22
O -24.827 -5.372 -21.472 -0.23
O -21.496 -3.002 -18.820 -0.19
O -25.249 -7.705 -22.018 -0.24
O -19.835 -4.172 -17.308 -0.23
O -27.125 -6.121 -22.053 -0.19
O -17.816 -11.758 -23.362 0.08
O -25.531 -5.962 -23.830 -0.19
O -19.777 -5.377 -25.770 0.08
O -19.121 -10.146 -22.776 0.05
O -21.929 -5.169 -25.809 0.05
O -18.377 -9.685 -15.651 0.06
O -17.882 -7.868 -16.692 0.07
O -21.960 -8.427 -19.769 0.05
O -26.366 -7.240 -18.448 0.08
O -20.709 -5.171 -19.386 -0.19
N -22.169 -9.192 -20.694 -0.42
N -20.900 -5.830 -25.751 -0.45
N -25.182 -7.409 -18.260 -0.42
N -18.651 -8.760 -16.387 -0.45
N -18.826 -11.322 -22.857 -0.44
C -22.592 -3.931 -18.730 -0.15
C -19.785 -12.318 -22.314 0.04
C -20.019 -8.651 -16.914 0.03
C -22.059 -8.619 -22.050 0.03
C -22.102 -5.057 -19.632 -0.21
C -26.851 -5.649 -24.308 -0.15
C -27.657 -5.263 -23.077 -0.14
C -24.698 -8.824 -18.170 0.05
C -21.081 -7.292 -25.584 0.05
H -22.365 -9.369 -22.767 0.10
H -21.464 -7.411 -24.574 0.08
H -20.117 -8.364 -17.958 0.08
H -27.453 -4.223 -22.806 0.14
H -24.389 -9.165 -19.146 0.07
H -19.210 -12.998 -21.688 0.10
H -26.741 -4.927 -25.113 0.14
H -28.719 -5.484 -23.083 0.14
H -20.376 -12.872 -23.033 0.10
H -20.478 -9.639 -16.871 0.09
H -23.468 -3.414 -19.099 0.14
H -22.667 -5.973 -19.520 0.08
H -21.745 -7.727 -26.321 0.10
H -20.094 -7.740 -25.660 0.10
H -23.913 -8.860 -17.417 0.10
H -22.286 -4.760 -20.672 0.12
H -20.445 -11.776 -21.637 0.08
H -22.634 -7.697 -22.005 0.08
H -21.035 -8.295 -22.236 0.09
H -27.259 -6.550 -24.779 0.13
H -22.661 -4.282 -17.698 0.13
H -25.474 -9.419 -17.693 0.10
H -20.575 -7.936 -16.315 0.11
```

Properties
* SMILES: C[N+](=O)[O-].C[N+](=O)[O-].C[N+](=O)[O-].C[N+](=O)[O-].C[N+](=O)[O-].O=S1(=O)OCCO1.O=S1(=O)OCCO1
* orbital gap: 10.18 eV
* E_tot: -2780.65952 Ha
* LUMO: -0.018 Ha
* strongest force on any atom: 1.8 eV/A

Computed, not measured: a single C4H9N5O6 molecule in a non-equilibrium geometry, with ωB97M-V/def2-TZVPD.

XYZ file:
```
24
Properties=species:S:1:pos:R:3:lowdin_charge:R:1
O -0.355 -3.712 -0.088 0.00
O 1.337 -0.329 -1.056 0.00
O 2.170 1.003 1.419 -0.03
O -3.303 1.253 0.697 0.15
O -4.115 -0.686 0.955 0.13
O 1.634 -2.853 -0.379 -0.05
N 0.000 -1.616 0.341 0.10
N 0.400 -2.756 -0.013 -0.47
N -2.308 -0.383 -0.423 0.01
N -0.363 0.683 0.210 0.06
N -3.299 0.085 0.524 -0.36
C -1.306 0.624 -0.834 -0.16
C 1.459 -0.146 1.484 -0.25
C -2.340 -1.669 -0.728 0.25
C 0.652 -0.399 0.281 -0.50
H -0.851 0.313 -1.781 0.14
H 2.848 1.089 0.707 0.13
H -1.764 1.605 -1.060 0.15
H 0.978 -0.207 2.459 0.14
H -2.676 -2.418 -0.036 0.12
H 1.736 -1.177 -1.097 0.02
H 2.154 -0.976 1.656 0.14
H 0.114 1.601 0.368 0.16
H -1.785 -2.130 -1.537 0.12
```

Properties
* orbital gap (spin up / spin down): 6.63 / 6.63 eV
* E_tot: -882.68267 Ha
* LUMO (spin up / spin down): -0.091 / -0.091 Ha
* strongest force on any atom: 4.9 eV/A
* energy above the lowest of the compared OMol25 structures with the same formula, charge and spin: 215.71 kJ/mol

Computed, not measured: a molecular structure, C39H32ClFeN2O2S, with ωB97M-V/def2-TZVPD.

XYZ file:
```
78
Properties=species:S:1:pos:R:3:lowdin_spin:R:1
Fe -0.228 0.066 -0.342 0.02
Cl 3.931 4.406 1.200 0.07
S 1.835 -1.694 1.361 0.01
O 1.031 -1.579 0.093 0.00
O -0.338 0.364 1.782 -0.01
N -1.615 -1.270 -0.793 0.00
N -1.768 1.307 -0.539 -0.02
C 2.677 3.219 1.307 0.29
C -2.513 -3.415 -1.376 0.00
C -0.384 -4.686 4.006 0.00
C -0.822 6.088 -0.183 0.01
C -1.154 -5.641 4.876 0.00
C 3.221 -2.717 0.860 0.00
C 2.512 -0.589 -2.469 0.00
C 3.430 -1.604 -2.660 0.00
C -3.905 -1.485 -1.600 0.00
C 0.511 -4.072 1.846 0.00
C 0.155 0.273 -2.349 0.00
C -0.943 7.434 -0.478 0.00
C -5.105 -0.827 -1.947 0.00
C 0.157 8.151 -0.933 0.01
C -0.175 -4.962 2.655 0.00
C 0.995 -2.890 2.386 0.00
C 1.144 -0.762 -2.740 0.00
C -2.938 0.686 -1.011 0.00
C 0.627 1.176 1.546 0.03
C -2.821 -0.721 -1.130 0.00
C 1.501 6.161 -0.794 0.01
C 0.671 1.980 0.385 0.09
C -1.661 2.574 -0.374 0.00
C 1.378 7.509 -1.086 0.00
C -5.199 0.533 -1.833 0.00
C 0.514 4.014 -0.054 0.07
C 0.109 -3.494 4.527 0.00
C -3.720 -2.884 -1.711 0.00
C -4.114 1.296 -1.369 0.00
C 2.667 2.343 2.367 0.01
C -0.346 2.965 0.014 -0.01
C 0.400 5.427 -0.344 0.00
C 1.735 1.314 2.482 0.32
C 1.682 -3.037 -3.434 0.00
C 0.787 -2.592 3.722 0.00
C -1.480 -2.569 -0.925 0.00
C 1.726 3.077 0.185 0.05
C 0.765 -2.007 -3.254 0.00
C 3.021 -2.850 -3.130 0.00
H 3.806 -2.114 0.168 0.00
H 0.063 9.205 -1.160 0.00
H -0.054 -3.261 5.573 0.00
H -1.210 -6.631 4.426 0.00
H 1.135 -1.650 4.127 0.00
H 3.806 -2.991 1.737 0.00
H 2.454 5.663 -0.917 0.00
H -4.222 2.370 -1.301 0.00
H -2.466 3.275 -0.572 0.00
H 3.427 2.459 3.131 -0.01
H 0.589 1.270 -2.489 0.00
H 2.844 -3.599 0.344 0.00
H 0.666 -4.293 0.797 0.00
H -0.555 -5.885 2.236 0.00
H -4.534 -3.502 -2.070 0.00
H 4.479 -1.424 -2.447 0.00
H 1.345 -3.987 -3.833 0.00
H 2.847 0.371 -2.088 0.00
H -5.940 -1.414 -2.308 0.00
H 3.740 -3.646 -3.282 0.00
H -2.175 -5.284 5.026 0.00
H -6.116 1.038 -2.108 0.00
H -2.318 -4.476 -1.457 0.00
H -1.674 5.541 0.205 0.00
H -0.273 -2.170 -3.525 0.00
H 2.261 2.956 -0.766 0.02
H -0.503 -2.960 -0.685 0.00
H 1.729 0.681 3.358 0.02
H -1.894 7.933 -0.343 0.00
H -0.760 0.182 -2.945 0.00
H 2.240 8.062 -1.436 0.00
H -0.693 -5.738 5.859 0.00
```

Properties
* orbital gap (spin up / spin down): 5.79 / 5.93 eV
* E_tot: -3887.31359 Ha
* LUMO (spin up / spin down): -0.029 / -0.027 Ha
* multiplicity: 2
* strongest force on any atom: 0.7 eV/A
* <S²>: 0.82
* energy above the lowest of the compared OMol25 structures with the same formula, charge and spin: 5.67 kJ/mol

Computed, not measured: a molecular structure, C12H14Br2N5ORuS, with ωB97M-V/def2-TZVPD.

XYZ file:
```
36
Properties=species:S:1:pos:R:3:lowdin_spin:R:1
Ru -0.680 0.607 -0.034 2.39
Br 4.381 5.457 0.054 0.19
Br -1.183 5.604 0.160 0.04
S -0.381 -1.591 -0.401 0.34
O -0.787 2.576 0.002 0.23
N -2.785 0.850 0.083 0.00
N 1.394 1.131 -0.092 0.05
N -1.181 -3.795 0.989 0.02
N -1.154 -4.037 -1.183 0.02
N -3.551 -0.369 0.236 0.02
C 0.341 3.240 0.021 0.22
C 3.935 2.279 -0.084 0.00
C 0.388 4.653 0.088 0.08
C -1.578 -5.219 0.824 0.00
C 2.809 4.553 0.040 0.19
C 3.767 0.916 -0.150 0.04
C 2.483 0.370 -0.153 0.00
C -0.966 -3.228 -0.171 0.07
C -1.550 -5.394 -0.716 0.00
C 2.798 3.102 -0.027 0.04
C 1.616 5.285 0.096 0.02
C 1.556 2.484 -0.034 0.04
H -2.565 -5.380 1.249 0.00
H -4.179 -0.475 -0.552 0.00
H -3.084 1.351 -0.754 0.00
H 4.620 0.253 -0.199 0.00
H -4.074 -0.335 1.104 0.00
H -1.089 -3.331 1.879 0.00
H 1.657 6.365 0.147 0.00
H -0.816 -6.125 -1.043 0.00
H -2.519 -5.661 -1.128 0.00
H -1.029 -3.779 -2.151 0.00
H 2.335 -0.699 -0.210 0.00
H -2.988 1.491 0.851 0.00
H -0.867 -5.864 1.334 0.00
H 4.927 2.713 -0.075 0.00
```

Properties
* orbital gap (spin up / spin down): 7.15 / 5.61 eV
* E_tot: -6454.73420 Ha
* LUMO (spin up / spin down): -0.385 / -0.460 Ha
* multiplicity: 5
* strongest force on any atom: 0.9 eV/A
* net charge: +3
* <S²>: 6.04
* energy above the lowest of the compared OMol25 structures with the same formula, charge and spin: 9.29 kJ/mol

Computed, not measured: a single C21H23N3O4 molecule in a non-equilibrium geometry, with ωB97M-V/def2-TZVPD.

XYZ file:
```
51
Properties=species:S:1:pos:R:3:lowdin_charge:R:1
O 4.089 -2.414 -0.043 -0.10
O 5.913 1.960 -0.133 -0.08
O -5.375 -2.329 0.857 0.05
O -1.986 -0.096 -1.419 0.08
N -0.779 -1.669 -0.296 0.05
N 0.383 -0.981 -0.330 0.11
N -4.315 -1.334 -0.872 0.07
C -5.308 -1.421 0.051 -0.52
C -3.831 1.002 1.058 -0.04
C 3.934 -1.062 0.011 -0.21
C 4.993 -0.174 -0.071 0.06
C 1.442 -1.430 0.221 -0.26
C -2.577 1.561 1.213 -0.08
C 5.783 3.362 -0.147 -0.09
C 2.619 -0.564 0.117 -0.11
C 1.530 -2.726 0.984 -0.02
C -4.370 2.674 -0.577 -0.04
C 3.489 1.701 0.014 -0.02
C -2.210 2.665 0.463 -0.09
C -6.065 0.953 -0.045 -0.04
C 2.434 0.814 0.095 -0.01
C -3.108 -2.109 -0.747 -0.08
C -3.110 3.222 -0.428 -0.08
C -4.739 1.542 0.148 -0.24
C -6.335 -0.352 -0.067 0.01
C 4.785 1.205 -0.061 -0.27
C -1.907 -1.165 -0.864 -0.45
C 5.377 -2.943 -0.251 -0.07
H 2.419 -2.739 1.604 0.08
H 6.052 -2.702 0.576 0.10
H -2.830 4.087 -1.011 0.10
H -3.138 -2.631 0.215 0.12
H 6.013 -0.512 -0.151 0.12
H 5.208 3.703 -1.014 0.10
H 1.421 1.181 0.145 0.11
H -1.224 3.091 0.576 0.10
H -3.043 -2.854 -1.551 0.13
H -0.822 -2.585 0.150 0.14
H 3.291 2.761 0.010 0.10
H 5.313 3.731 0.770 0.10
H 6.798 3.751 -0.213 0.09
H 5.810 -2.586 -1.191 0.10
H -4.205 -0.484 -1.410 0.13
H -1.881 1.130 1.918 0.11
H -7.354 -0.707 -0.131 0.11
H -5.070 3.105 -1.278 0.11
H 1.581 -3.571 0.298 0.09
H -4.123 0.149 1.654 0.12
H -6.875 1.662 -0.173 0.11
H 5.243 -4.023 -0.303 0.10
H 0.658 -2.849 1.629 0.08
```

Properties
* SMILES: COc1ccc(/C(C)=N/NC(=O)CNC(=O)/C=C\c2ccccc2)c(OC)c1
* orbital gap: 8.68 eV
* E_tot: -1279.22220 Ha
* LUMO: 0.022 Ha
* strongest force on any atom: 1.2 eV/A
* energy above the lowest of the compared OMol25 structures with the same formula, charge and spin: 343.34 kJ/mol

Computed, not measured: a single C19H20O4 molecule in a non-equilibrium geometry, with ωB97M-V/def2-TZVPD.

XYZ file:
```
43
Properties=species:S:1:pos:R:3:lowdin_charge:R:1
O 1.283 1.018 1.798 -0.15
O -0.875 -2.011 -0.615 0.14
O 2.817 -0.772 -1.041 0.03
O 1.929 -2.038 0.590 0.09
C -3.629 0.675 -2.472 -0.07
C 2.432 0.615 2.552 -0.05
C -1.875 -0.618 2.192 -0.04
C -1.802 0.730 -4.069 -0.08
C -1.005 0.409 1.830 -0.16
C 0.394 0.020 1.346 -0.26
C -2.752 0.222 -1.486 -0.02
C -1.405 -0.031 -1.797 -0.14
C 1.822 -1.108 -0.201 -0.42
C -2.537 2.032 2.740 -0.08
C -0.561 -0.850 -0.833 -0.30
C 4.037 -1.496 -0.709 -0.22
C -1.359 1.743 2.039 -0.02
C 5.088 -1.323 -1.767 -0.07
C 0.599 -0.182 -0.166 -0.07
C -0.916 0.312 -3.067 -0.03
C -3.371 0.997 3.174 -0.10
C -3.052 -0.331 2.887 -0.08
C -3.167 0.879 -3.781 -0.08
H 0.821 0.775 -0.666 0.17
H 6.018 -1.734 -1.365 0.08
H -0.692 2.530 1.686 0.12
H -3.107 0.040 -0.471 0.11
H -3.863 1.166 -4.575 0.10
H 2.138 0.315 3.571 0.10
H -4.275 1.223 3.743 0.10
H -3.691 -1.159 3.205 0.11
H 0.150 0.204 -3.262 0.12
H 2.968 -0.212 2.058 0.08
H 4.391 -1.103 0.253 0.12
H -1.429 0.936 -5.075 0.10
H -2.781 3.075 2.954 0.10
H 5.265 -0.287 -2.051 0.08
H 3.059 1.513 2.580 0.09
H -4.676 0.860 -2.227 0.11
H 4.838 -1.890 -2.665 0.08
H 3.785 -2.552 -0.594 0.13
H 0.570 -0.959 1.829 0.15
H -1.584 -1.636 1.929 0.12
```

Properties
* SMILES: CCOC(=O)[C@@H](C(=O)c1ccccc1)[C@@H](OC)c1ccccc1
* orbital gap: 9.86 eV
* E_tot: -1036.94375 Ha
* LUMO: 0.026 Ha
* strongest force on any atom: 1.7 eV/A
* energy above the lowest of the compared OMol25 structures with the same formula, charge and spin: 115.52 kJ/mol

Computed, not measured: a molecular structure, C17H37B3O9 in a non-equilibrium geometry, with ωB97M-V/def2-TZVPD.

XYZ file:
```
66
Properties=species:S:1:pos:R:3:lowdin_charge:R:1
O 2.675 4.417 4.420 0.10
O -3.163 -2.414 -3.076 0.20
O 1.237 1.023 -1.899 0.07
O -4.500 -1.478 -4.887 0.18
O 4.834 4.535 4.817 0.00
O 2.273 2.362 -0.496 0.01
O -2.361 -2.582 -5.344 0.21
O -7.696 -2.795 2.959 0.11
O -6.437 -2.270 1.235 0.00
C -7.295 -3.086 1.866 -0.54
C -5.724 -2.634 0.049 -0.22
C 1.009 0.455 0.385 0.02
C 5.938 4.928 5.640 -0.23
C 2.437 2.925 0.814 -0.22
C 1.486 1.313 -0.757 -0.52
C 1.709 -1.938 -4.447 -0.41
C 3.549 2.235 1.574 -0.06
C 3.556 4.562 5.224 -0.54
C 6.452 3.765 6.463 -0.06
C -7.810 -4.303 1.144 0.01
C 2.155 -0.526 -3.964 -0.10
C 3.259 4.674 6.695 0.01
C 2.953 -2.900 -4.286 -0.09
C 0.541 -2.544 -3.596 -0.16
C -0.680 -1.546 -3.592 -0.05
C -6.529 -2.319 -1.195 -0.06
B -4.149 -1.478 -3.516 -0.32
B -3.375 -1.657 -5.734 -0.27
B -2.074 -2.200 -3.987 -0.48
H -5.948 -2.539 -2.090 0.05
H -7.453 -2.898 -1.233 0.07
H 3.323 1.181 1.747 0.07
H 2.805 -3.822 -4.887 0.07
H 0.273 -3.564 -3.935 0.12
H 3.849 -2.358 -4.657 0.07
H -4.814 -2.034 0.051 0.13
H -6.812 -1.266 -1.209 0.09
H 2.700 3.970 0.658 0.13
H 3.065 -3.160 -3.213 0.07
H 3.262 3.679 7.139 0.10
H 0.778 1.021 1.285 0.07
H 0.086 -0.037 0.082 0.09
H -4.596 -0.711 -2.728 0.12
H 1.460 -1.921 -5.530 0.14
H 7.333 4.059 7.033 0.08
H 6.717 5.258 4.955 0.12
H 4.479 2.274 1.006 0.08
H -5.407 -3.677 0.086 0.12
H -8.106 -5.041 1.887 0.09
H -7.065 -4.781 0.511 0.07
H -0.498 -0.725 -4.323 0.12
H 5.695 3.402 7.160 0.07
H 5.680 5.791 6.256 0.11
H 0.951 -2.661 -2.568 0.11
H 3.705 2.718 2.540 0.06
H 2.268 5.109 6.812 0.09
H 3.948 5.324 7.229 0.07
H 2.508 -0.571 -2.921 0.08
H -8.683 -4.027 0.553 0.09
H 1.760 -0.304 0.603 0.10
H -3.301 -1.046 -6.749 0.11
H 1.347 0.222 -3.981 0.05
H 2.928 -0.159 -4.670 0.08
H 6.716 2.928 5.814 0.08
H 1.494 2.922 1.362 0.11
H -0.719 -1.078 -2.584 0.11
```

Properties
* orbital gap: 10.64 eV
* E_tot: -1421.88405 Ha
* LUMO: 0.019 Ha
* strongest force on any atom: 2.8 eV/A

Computed, not measured: a molecular structure, C14H14ClErNO2 in a non-equilibrium geometry, with ωB97M-V/def2-TZVPD.

XYZ file:
```
33
Properties=species:S:1:pos:R:3:lowdin_spin:R:1
Er 1.457 -0.113 -0.272 3.03
Cl 1.369 -1.813 1.514 -0.01
O 2.872 1.470 0.502 0.00
O -1.366 2.336 1.936 0.00
N 0.684 1.644 1.041 0.00
C 3.450 -2.034 -2.419 0.00
C 1.941 2.113 1.074 0.00
C 4.226 -0.481 -0.891 0.00
C -0.153 1.552 -1.672 0.00
C -1.426 -0.260 -0.984 0.00
C 3.410 -2.631 -1.125 0.00
C -0.524 -0.684 -2.001 0.00
C -1.191 1.113 -0.767 0.00
C -0.182 2.517 1.759 0.00
C 0.267 0.434 -2.443 0.00
C 0.652 3.662 2.307 0.00
C 3.967 -0.707 -2.279 0.00
C 3.912 -1.683 -0.183 0.00
C 2.071 3.399 1.832 0.00
H -1.825 1.754 -0.142 0.00
H 2.602 4.147 1.242 0.00
H 4.085 -1.848 0.876 0.00
H 0.088 2.612 -1.868 0.00
H 0.665 3.511 3.388 0.00
H -2.263 -0.804 -0.560 0.00
H 3.093 -3.648 -0.899 0.00
H 0.201 4.634 2.088 0.00
H 1.043 0.443 -3.215 0.00
H 4.211 -0.024 -3.092 0.00
H 2.694 3.227 2.720 0.00
H 3.207 -2.530 -3.362 0.00
H 4.664 0.408 -0.449 0.00
H -0.542 -1.649 -2.477 0.00
```

Properties
* orbital gap (spin up / spin down): 6.56 / 6.57 eV
* E_tot: -2222.54776 Ha
* LUMO (spin up / spin down): 0.098 / 0.098 Ha
* multiplicity: 4
* strongest force on any atom: 1.9 eV/A
* net charge: -1
* <S²>: 3.75

Computed, not measured: 2 unconnected molecules or ions with the total composition CH5N4P in a non-equilibrium geometry, with ωB97M-V/def2-TZVPD.

XYZ file:
```
11
Properties=species:S:1:pos:R:3:lowdin_charge:R:1
P 1.381 1.035 2.241 0.78
N -1.855 -0.529 -2.053 -0.32
N -2.361 -1.351 -1.373 0.11
N -1.298 0.095 -2.801 0.19
N 1.231 -0.602 0.058 -0.01
C 0.605 0.184 0.793 -0.59
H 2.682 0.994 1.869 -0.15
H -0.426 -0.112 0.647 0.04
H 1.068 2.430 1.897 -0.10
H 2.249 -0.530 0.123 0.02
H -3.276 -1.615 -1.401 0.04
```

Properties
* orbital gap: 10.44 eV
* E_tot: -601.33661 Ha
* LUMO: 0.042 Ha
* strongest force on any atom: 4.3 eV/A
* energy above the lowest of the compared OMol25 structures with the same formula, charge and spin: 183.27 kJ/mol

> Which value of strongest force on any atom does entry 2 give?

4.9 eV/A